No. 1
Here is a single C3H9NS molecule from OMol25. Energies are from ωB97M-V/def2-TZVPD.

Values from the calculation:
**ΔE to the lowest compared entry with this formula, charge and spin**: 296.11 kJ/mol
**Energy**: -572.52731 Ha
**E_LUMO**: 0.94 eV
**HOMO-LUMO gap**: 9.9 eV
**Highest occupied orbital energy**: -0.3296 Eh

The geometry in ORCA input format:
```
! wB97M-V def2-TZVPD RIJCOSX def2/J DEFGRID3
* xyz 0 1
H -0.74658 -2.12075 -0.33305
H -2.13313 -1.39967 -0.63044
C -0.83982 -0.04729 0.59401
S 1.66548 -1.15900 0.11683
H 0.65241 2.54257 -0.18990
H 1.92502 1.18043 -0.75660
H 0.89363 0.34833 1.69314
C 0.64883 0.16647 0.58163
H 0.11965 1.00235 -1.23664
H -1.49626 -0.18472 1.71182
C 0.78138 1.35247 -0.48172
N -1.24793 -1.20584 -0.44478
H -1.45831 0.94855 0.37585
H 1.23563 -1.42390 -1.00015
*
```

These are the natural (NBO) partial charges, in e, on atoms 1 to 2: 0.367 0.355

***

No. 2
Here is a single C4H10Si molecule from OMol25. Energies are from ωB97M-V/def2-TZVPD.

Values from the calculation:
**ΔE to the lowest compared entry with this formula, charge and spin**: 80.36 kJ/mol
**Energy**: -447.80402 Ha
**E_LUMO**: 1.09 eV
**HOMO-LUMO gap**: 9.5 eV
**Highest occupied orbital energy**: -0.3079 Eh

The geometry in ORCA input format:
```
! wB97M-V def2-TZVPD RIJCOSX def2/J DEFGRID3
* xyz 0 1
C -1.86528 -0.59503 -0.05043
C -0.54918 -0.16510 0.51682
C 0.61839 -0.09599 -0.43727
H -2.16144 -0.18818 -1.07628
C 1.98211 -0.54382 -0.08575
H -2.77878 -0.21912 0.44913
H 2.64704 0.11969 -0.64714
H -2.03894 -1.73369 -0.12070
H -0.78981 2.22907 -0.97720
H 0.43735 -0.25423 -1.49796
H -0.43243 -0.67634 1.52109
H 0.66593 2.49419 1.19685
H 2.05845 -1.66532 0.06715
Si 0.01857 1.58791 0.17471
H 2.18804 -0.29404 0.96697
*
```

These are the natural (NBO) partial charges, in e, on atoms 1 to 2: -0.616 -0.590

***

No. 3
Here is 13 unconnected molecules or ions with the total composition C47H70F24N7O27S8 from OMol25. Energies are from ωB97M-V/def2-TZVPD.

Values from the calculation:
**Energy**: -9829.80690 Ha
**E_LUMO**: -2.00 eV
**HOMO-LUMO gap**: 3.6 eV
**Highest occupied orbital energy**: -0.2054 Eh

The geometry in ORCA input format:
```
! wB97M-V def2-TZVPD RIJCOSX def2/J DEFGRID3
* xyz -1 1
F -5.06707 -9.50442 -0.62520
H -12.29896 -3.92841 -11.72449
O -8.69956 -10.96412 1.09332
C -13.46119 -2.89552 -6.38013
H -5.12697 -11.38620 -3.01147
C -13.87440 -7.82975 -5.04872
O -9.74298 -8.77212 -8.44172
S -9.95648 -13.46931 -4.57615
C -13.64985 -9.19178 -0.28013
H -12.18164 -1.92886 -10.49954
O -9.52462 -8.78233 0.05397
F -12.28691 -7.03927 -9.19562
C -15.01444 -9.83589 -2.13758
O -10.74262 -12.48026 -3.77193
H -8.75635 -3.85937 -0.48834
H -13.44958 -11.17478 -4.43164
F -7.74478 -1.88198 -5.93473
H -5.97680 -9.57474 -4.40076
N -9.80630 -5.74586 -0.51854
H -15.61298 -1.62022 -3.15918
H -12.11910 -11.49443 -2.17015
N -12.92623 -6.87627 3.27012
H -10.57626 -1.06591 -10.15853
O -10.59920 -12.01706 0.05974
H -11.09219 -0.85720 -12.62059
C -8.35686 -3.48715 -10.52355
S -2.62301 -13.91180 -0.95176
C -14.75657 -1.59008 -3.83282
H -9.92602 -10.09398 -2.72247
C -8.72052 -6.51806 0.33528
C -8.44386 -8.37966 -4.43240
H -9.82066 -5.09521 -7.52017
F -9.79147 -14.39669 2.40463
O -9.85225 -2.37215 -3.86804
H -9.94994 -4.10053 0.82674
O -6.05217 -6.61887 -1.42547
C -9.97591 -7.14997 -5.83378
O -8.59495 -13.63599 -4.08530
H -15.10098 -1.32119 -4.83140
C -8.02755 -9.60254 -3.71304
C -12.47892 -8.78095 1.92884
C -6.68217 -10.05117 -3.73602
H -10.77387 -4.62836 -12.52203
C -4.20654 -8.55522 -0.77525
H -11.85279 -9.64437 1.75903
H -15.18000 -11.68053 -4.04306
N -7.12299 -11.81408 -2.25848
H -14.18770 -2.81787 -1.75184
N -9.17645 -6.03392 -5.69806
S -10.01884 -8.37579 -9.80694
C -14.15213 -11.56953 -3.69770
O -11.93222 -8.38406 -3.04464
C -11.90697 -7.96176 -10.06523
C -9.53309 -12.61811 -6.28802
O -8.57219 -3.02278 -9.32126
H -11.39029 -6.12195 0.89726
H -8.90010 -1.55813 -11.45914
O -4.90049 -4.41332 -6.20476
F -1.87350 -11.61489 0.34112
N -14.19329 -3.02983 -3.90794
H -11.66504 -8.42844 3.85838
F -12.59823 -9.07797 -9.85740
H -14.84971 -4.94991 -4.54896
C -9.74489 -4.24201 -0.23441
O -3.64166 -14.95439 -0.60745
H -7.90567 -5.79602 0.38792
H -7.63839 -8.38312 0.50737
H -14.79047 -6.79203 0.49610
H -8.80402 -2.98083 -12.51106
C -8.40252 -11.43063 -2.22072
H -10.88077 -7.04055 -6.41313
C -12.67225 -10.05838 -0.63336
H -10.42516 -9.04825 -5.18731
F -13.11848 -8.57797 -5.76361
O -2.94415 -12.94239 -2.02544
H -9.02952 -6.37250 1.37038
F -3.65659 -6.63291 -8.25377
N -14.07060 -10.77955 -2.44167
H -13.40192 -6.33934 5.22850
H -7.29901 -3.42022 -10.77768
S -12.84641 -7.26332 -3.49432
C -9.68811 -8.26780 -5.06874
F -14.24162 -6.87419 -5.85655
H -12.33836 -2.14501 -4.65520
H -14.05737 -3.80589 -7.92394
H -9.22009 -9.65766 0.30431
F -5.33566 -7.03826 -6.91947
H -13.52740 -4.40619 -2.40393
H -12.39633 -3.89569 -4.75569
O -7.79972 -3.54134 -3.11276
H -8.61299 -5.91362 -2.38220
H -6.67838 -7.37434 -3.90593
H -15.89091 -4.02611 -3.37689
H -13.83028 -12.53823 -3.31542
O -5.50683 -6.85361 0.92457
H -8.58136 -4.55160 -10.59165
C -13.54981 -3.31907 -2.47985
O -14.04730 -4.04794 -6.99501
C -13.40338 -8.39163 0.96779
C -8.99186 -13.72302 1.58184
C -4.93896 -6.39532 -8.00843
C -8.45031 -7.96245 -0.08587
C -12.38275 -8.08603 3.12758
F -3.12160 -8.60562 0.09854
H -8.14994 -8.08990 -1.12588
H -7.11280 -12.86367 -0.47763
H -8.01190 -3.40448 -8.64158
C -7.93482 -6.05292 -5.08460
C -11.12612 -2.00370 -10.23804
F -3.75508 -8.67883 -2.03842
H -10.24577 -5.22041 -2.56655
C -9.48841 -4.83886 -6.51419
F -5.53797 -6.67999 -9.16379
H -11.65514 -6.51758 4.91540
H -15.86705 -9.80275 -2.79966
S -9.79117 -11.89575 1.26216
H -10.99578 -2.66856 -9.38419
H -15.85297 -3.57825 -5.13082
F -7.89386 0.00893 -4.82543
O -8.37350 -1.58297 -2.15689
C -8.87428 -10.30421 -2.84924
H -10.06418 -6.92505 -2.22258
C -12.98789 -2.98945 -4.88568
C -15.29570 -3.98982 -4.28932
F -9.12547 -14.34644 0.38069
H -15.60338 -8.36136 -0.71005
C -7.56406 -7.29236 -4.51850
F -14.90760 -8.61953 -4.70381
C -6.18806 -11.18630 -3.03443
O -4.53165 -3.65600 -8.54663
H -10.26813 -4.41376 -5.88218
C -11.10630 -1.92880 -12.81947
H -8.62831 -4.17931 -6.62960
S -8.50701 -2.29152 -3.37112
F -12.16919 -7.41878 -11.28965
C -14.86082 -9.09246 -0.99375
O -4.00035 -5.76782 -0.66142
H -5.59655 -13.06178 -1.44509
H -13.90366 -0.97377 -3.54853
H -11.33756 -7.19389 -0.53837
F -3.79189 -12.42373 0.96608
C -12.59100 -6.10453 4.53903
C -11.24259 -6.16829 -0.18169
F -6.26696 -1.24893 -4.42137
F -9.01481 -13.54581 -7.05490
O -12.09659 -6.11166 -3.96493
F -1.95843 -13.41326 1.53755
O -1.23077 -14.39036 -1.10803
C -14.06674 -7.19946 1.18647
O -13.72841 -6.86217 -2.43449
C -11.23087 -4.13706 -11.66304
H -9.01983 -12.07767 -1.61519
H -12.56369 -2.85468 -2.48089
C -13.71003 -6.40884 2.30262
H -12.19109 -2.03421 -12.83364
S -4.99999 -6.80508 -0.43274
H -14.13748 -2.07090 -6.60536
C -12.89447 -10.88138 -1.73500
C -9.10957 -2.62567 -11.52689
C -7.50866 -1.31536 -4.77311
H -7.02972 -13.96130 -1.91628
H -11.83263 -5.53501 -0.84418
C -6.68587 -13.02977 -1.46669
O -9.36907 -7.14581 -10.24581
O -10.69932 -14.74516 -4.80440
H -11.08331 -4.68764 -10.73398
C -2.56636 -12.74276 0.56244
H -10.58952 -2.15271 -13.75269
O -6.73413 -4.34371 -7.92140
H -11.67412 -9.90825 -0.24920
H -10.54202 -3.73361 -0.77682
O -10.57157 -11.68245 2.44194
F -8.72746 -11.63216 -6.03341
H -7.37925 -5.12959 -5.01231
H -12.56346 -2.71931 -6.97270
F -7.76022 -13.62266 2.02455
O -9.71703 -9.50987 -10.73280
C -9.64006 -5.94195 -2.01830
F -10.66413 -12.17409 -6.81976
H -12.62231 -5.03397 4.33651
H -14.13740 -5.42511 2.42929
S -5.26275 -4.51080 -7.62021
N -10.61121 -2.69374 -11.53392
*
```

These are the Löwdin partial charges, in e, on atoms 1 to 2: 0.158 0.091

***

No. 4
Here is a molecular structure, C4H6NiO3 from OMol25. Energies are from ωB97M-V/def2-TZVPD.

Values from the calculation:
**ΔE to the lowest compared entry with this formula, charge and spin**: 141.03 kJ/mol
**Energy**: -1889.14423 Ha
**E_LUMO (spin up / spin down)**: -9.31 / -13.12 eV
**HOMO-LUMO gap (spin up / spin down)**: 9.6 / 5.0 eV
**Highest occupied orbital energy (spin up / spin down)**: -0.6968 / -0.6651 Eh

The geometry in ORCA input format:
```
! wB97M-V def2-TZVPD RIJCOSX def2/J DEFGRID3
* xyz 2 3
H 1.84657 1.40219 -3.34167
H -1.41475 -0.29277 3.43015
C -1.14815 -0.47612 0.33887
O -0.00331 -0.09919 -0.09605
Ni -3.00038 -0.51267 -0.49682
O 1.95518 0.50054 -3.02426
H 2.30508 0.43921 -0.95541
C 0.36046 -0.12434 -1.44734
H -0.60283 0.89544 2.34399
C 1.55208 0.38531 -1.75461
H -0.37838 -0.49435 -2.15559
C -0.66406 -0.15440 2.65022
O -1.12438 -0.95257 1.53340
H 0.31686 -0.51628 2.97513
*
```

These are the natural (NBO) partial charges, in e, on atoms 1 to 2: 0.562 0.254

***

No. 5
Here is a molecular structure, C17H27BaN2O2P from OMol25. Energies are from ωB97M-V/def2-TZVPD.

Values from the calculation:
**ΔE to the lowest compared entry with this formula, charge and spin**: 0.00 kJ/mol
**Energy**: -1290.73277 Ha
**E_LUMO**: -0.61 eV
**HOMO-LUMO gap**: 5.1 eV
**Highest occupied orbital energy**: -0.2118 Eh

The geometry in ORCA input format:
```
! wB97M-V def2-TZVPD RIJCOSX def2/J DEFGRID3
* xyz 0 1
H 2.37207 -3.00316 -1.62253
H -0.32939 -0.93156 -2.45301
C -1.31514 -1.39358 -2.35638
N -0.53310 0.24757 2.16372
H -0.32511 2.33726 4.48865
C -2.34326 -0.00749 -0.54099
C -0.34110 2.83635 -2.20856
H 1.86452 -1.55507 -2.53578
C -0.14287 1.54761 2.47965
C -1.53342 -0.18689 2.98042
P 2.34408 -1.03574 -0.19563
H 4.67010 -1.71618 0.06675
H -1.56868 2.90702 3.35435
H -1.98119 0.22685 0.47238
H -3.24734 -2.35263 0.26031
H 0.54684 -2.98200 3.52462
H 0.26371 -3.78164 3.20062
H -2.01198 -0.88200 -3.03319
C 1.79962 1.36612 -1.25346
Ba -0.47096 -2.02918 0.78209
H -3.69913 -2.16231 -1.44955
H 3.05524 2.99737 -1.92677
H -3.43730 -0.09769 -0.46321
H -2.57867 2.02419 -1.06826
C 2.56710 -1.93279 -1.78195
C 2.03165 2.62404 -1.86141
H 3.59856 -1.78744 -2.12873
C 0.94741 3.35021 -2.35477
C 2.97707 0.60423 -0.70875
N -1.79057 -1.34535 -0.94336
H -1.20048 3.40115 -2.56863
H 3.57859 -2.53855 1.23784
H 3.78261 0.46001 -1.44876
H 3.39808 1.09361 0.18703
H -1.25624 -2.44423 -2.66259
C -0.97950 2.03446 3.66328
C 3.81081 -1.58820 0.73836
H -2.46889 -3.36930 -1.02066
C -2.00963 1.16523 -1.46436
H 4.03981 -0.83257 1.50227
H -1.67052 0.48362 5.02924
H -2.44279 0.99009 -2.46311
O -2.08714 -1.30421 2.83506
H -2.93529 1.13995 3.95138
C -0.56613 1.58256 -1.57347
C 0.52175 0.84925 -1.13855
C -2.85845 -2.36956 -0.77048
C -1.87657 0.86646 4.02329
O 0.72257 2.18129 1.89504
H 1.10865 4.31281 -2.83951
*
```

These are the Löwdin partial charges, in e, on atoms 1 to 2: 0.029 0.054

***

No. 6
Here is a single C3H7NO2 molecule from OMol25. Energies are from ωB97M-V/def2-TZVPD.

Values from the calculation:
**ΔE to the lowest compared entry with this formula, charge and spin**: 150.50 kJ/mol
**Energy**: -323.72364 Ha
**E_LUMO**: 0.58 eV
**HOMO-LUMO gap**: 10.2 eV
**Highest occupied orbital energy**: -0.3531 Eh

The geometry in ORCA input format:
```
! wB97M-V def2-TZVPD RIJCOSX def2/J DEFGRID3
* xyz 0 1
H -1.31850 -0.56048 1.01741
H 0.99637 0.10542 2.08684
O -1.19843 0.63863 -2.84521
N -0.59897 -0.40513 -0.90162
O 1.93116 0.16849 0.30442
H -2.10418 1.11875 -1.17759
C -0.45995 -0.04455 0.52438
H 0.94279 -1.44168 1.36458
H 0.15804 -0.88349 -1.34367
C -1.34246 0.46795 -1.65481
H 2.74035 0.16516 0.87607
C 0.88908 -0.35950 1.09846
H -0.63530 1.03042 0.65074
*
```

These are the natural (NBO) partial charges, in e, on atoms 1 to 2: 0.205 0.172

***

No. 7
Here is 2 unconnected molecules or ions with the total composition C3H10NO2 from OMol25. Energies are from ωB97M-V/def2-TZVPD.

Values from the calculation:
**ΔE to the lowest compared entry with this formula, charge and spin**: 169.16 kJ/mol
**Energy**: -325.25309 Ha
**E_LUMO**: -3.58 eV
**HOMO-LUMO gap**: 10.3 eV
**Highest occupied orbital energy**: -0.5088 Eh

The geometry in ORCA input format:
```
! wB97M-V def2-TZVPD RIJCOSX def2/J DEFGRID3
* xyz 1 1
C -1.44802 2.07600 0.72595
C -0.27094 1.10357 1.01364
H 1.45459 -0.75755 0.83464
H 0.21871 -3.69767 -0.74606
O -0.19745 -2.85928 -0.85354
N 1.21025 -0.51772 -0.20185
C 0.27358 0.72091 -0.31456
H 0.78965 -1.35780 -0.49154
H 0.85349 1.47116 -0.90590
O -1.47585 2.57903 -0.37676
H 0.53686 1.85678 1.51213
H -2.34202 2.03748 1.35236
H -0.47294 0.40167 -0.98803
H 2.16615 -0.34543 -0.74100
H -0.83256 -2.93226 -1.54432
H -0.46352 0.22113 1.72485
*
```

These are the natural (NBO) partial charges, in e, on atoms 1 to 2: 0.434 -0.558